# 1
21
Properties=species:S:1:pos:R:3:forces:R:3:mulliken_charge:R:1 method="wB97M-V/def2-TZVPD" lumo_ev=0.1 homo_lumo_gap_ev=10.67 energy_ha=-535.05945 e_above_lowest_ev=1.7522 fmax_ev_per_a=0.4 homo_energy_ev=-10.605
O -18.135 -21.995 7.042 0.05 0.04 0.29 -0.603
H -18.033 -21.325 7.727 0.00 -0.05 0.13 0.340
H -18.501 -22.756 7.504 -0.11 -0.07 -0.09 0.275
O -13.563 -22.759 4.075 0.18 -0.05 0.03 -0.616
H -13.967 -23.552 3.713 -0.11 0.04 -0.07 0.296
H -13.796 -22.774 5.008 -0.04 0.15 0.03 0.315
O -17.680 -25.052 2.592 -0.06 -0.29 -0.04 -0.655
H -17.185 -25.818 2.283 0.01 -0.07 0.02 0.317
H -18.474 -25.035 2.049 -0.05 0.08 -0.01 0.292
O -15.925 -23.475 0.937 0.09 -0.13 -0.07 -0.639
H -16.452 -22.693 0.755 0.05 0.09 0.04 0.300
H -16.309 -23.851 1.740 -0.08 0.19 -0.08 0.370
O -16.761 -23.547 4.755 -0.06 -0.05 0.13 -0.599
H -17.183 -24.144 4.120 0.07 0.05 0.08 0.314
H -17.389 -22.827 4.871 0.05 0.11 0.07 0.300
O -19.501 -19.880 5.735 0.00 0.15 0.06 -0.658
H -18.972 -19.131 5.448 0.01 0.04 -0.04 0.326
H -18.893 -20.461 6.209 -0.19 -0.12 -0.32 0.346
O -15.237 -21.827 6.803 0.34 -0.13 -0.11 -0.620
H -15.635 -22.615 6.409 -0.17 0.10 -0.09 0.350
H -15.783 -21.641 7.567 0.02 -0.07 0.05 0.251

***

# 2
86
Properties=species:S:1:pos:R:3:forces:R:3:mulliken_charge:R:1 method="wB97M-V/def2-TZVPD" lumo_ev="0.2 / 0.2" s2=8.756 homo_lumo_gap_ev="4.81 / 4.84" energy_ha=-5675.08740 e_above_lowest_ev=0.3509 multiplicity=6 fmax_ev_per_a=0.9 homo_energy_ev="-4.609 / -4.648"
Mn 0.666 -0.304 0.409 -0.31 0.10 0.82 1.484
C 3.919 0.098 -0.225 -0.14 -0.01 -0.04 -1.445
C 3.685 0.703 -1.596 -0.18 -0.07 0.00 -0.994
C 2.398 1.457 -1.839 0.14 0.03 -0.10 0.734
C 2.349 2.264 -2.976 0.22 -0.04 0.04 -1.047
C 1.222 3.008 -3.247 -0.05 0.09 -0.08 -0.716
C 0.167 2.938 -2.355 -0.03 0.06 -0.02 -1.199
C 0.285 2.116 -1.253 -0.08 0.09 -0.19 0.504
N 1.369 1.367 -0.992 -0.04 0.00 -0.40 0.651
N 3.104 -1.086 0.081 0.03 0.10 0.04 1.684
C 3.245 -2.137 -0.927 -0.11 0.05 -0.02 -2.234
C 1.950 -2.471 -1.629 0.18 0.03 0.02 1.080
C 1.949 -3.032 -2.899 0.12 -0.05 -0.02 -1.130
C 0.754 -3.499 -3.420 0.05 -0.01 -0.05 -0.619
C -0.380 -3.435 -2.630 -0.08 -0.02 0.05 -1.481
C -0.288 -2.843 -1.381 -0.09 -0.10 0.11 -0.747
N 0.846 -2.317 -0.905 -0.13 -0.04 -0.17 1.038
C 3.467 -1.603 1.403 -0.20 0.06 -0.03 -1.570
C 3.050 -0.708 2.541 0.09 -0.08 -0.11 0.731
C 3.541 -0.947 3.816 0.10 -0.10 0.06 -1.161
C 3.084 -0.168 4.861 0.05 -0.03 0.05 -0.527
C 2.154 0.821 4.592 -0.03 0.08 0.07 -1.187
C 1.732 0.989 3.289 -0.02 0.13 -0.05 -0.249
N 2.173 0.246 2.273 -0.01 0.10 0.07 0.689
H 3.706 0.849 0.534 0.02 0.01 0.04 0.420
H 4.984 -0.163 -0.152 0.08 -0.02 0.02 0.429
H 3.780 -0.052 -2.382 0.05 0.02 0.00 0.350
H 4.500 1.407 -1.767 0.06 0.03 -0.06 0.633
H 3.217 2.314 -3.623 -0.04 -0.02 0.02 0.477
H 1.178 3.650 -4.120 0.00 -0.06 0.04 0.459
H -0.731 3.526 -2.492 0.01 -0.01 0.02 0.577
H -0.495 2.045 -0.504 0.14 -0.13 -0.23 -0.455
H 3.567 -3.060 -0.440 0.06 -0.08 0.02 0.586
H 4.022 -1.900 -1.654 0.06 0.00 -0.04 0.301
H 2.878 -3.125 -3.450 -0.04 0.04 0.00 0.478
H 0.717 -3.929 -4.414 0.01 0.00 0.06 0.428
H -1.325 -3.845 -2.960 0.02 0.03 0.03 0.571
H -1.138 -2.808 -0.712 -0.01 0.02 0.00 0.918
H 4.547 -1.781 1.466 0.13 -0.08 -0.01 0.548
H 2.963 -2.563 1.540 -0.03 -0.01 -0.01 0.548
H 4.254 -1.746 3.981 -0.01 0.05 -0.01 0.477
H 3.450 -0.331 5.867 -0.04 -0.01 0.00 0.405
H 1.750 1.447 5.376 0.01 0.00 -0.02 0.489
H 0.997 1.735 3.029 -0.10 0.06 -0.03 0.183
Se -1.563 0.203 2.627 0.06 -0.07 -0.03 0.496
N -0.361 -1.067 2.076 0.30 -0.72 -0.04 -0.976
C -1.091 -2.252 1.884 -0.17 0.34 0.05 0.328
C -0.557 -3.512 1.701 0.03 -0.06 0.02 -0.128
C -1.385 -4.610 1.372 0.20 0.16 0.03 -0.672
C -2.745 -4.412 1.248 -0.10 0.17 0.03 -0.568
C -3.316 -3.150 1.492 0.04 -0.03 -0.10 -0.679
C -2.519 -2.058 1.859 -0.08 0.26 -0.02 0.659
N -2.998 -0.818 2.196 -0.14 -0.23 -0.17 -0.961
H 0.519 -3.641 1.795 -0.06 -0.02 -0.02 0.271
H -0.959 -5.598 1.233 0.01 0.09 0.00 0.391
H -3.385 -5.250 0.983 -0.01 0.08 0.06 0.368
H -4.392 -3.012 1.446 0.04 -0.02 -0.03 0.461
C -2.560 3.526 0.759 -0.11 0.09 -0.05 -1.614
C -1.447 3.014 1.677 0.15 -0.08 0.20 1.669
C -0.207 3.895 1.415 -0.03 0.07 -0.02 -1.194
C -1.883 3.278 3.130 0.06 -0.08 -0.14 -1.916
C -1.168 1.520 1.329 -0.15 0.25 0.50 0.924
H -2.775 4.585 0.943 -0.01 -0.04 -0.04 0.542
H -3.478 2.952 0.916 0.03 0.04 0.00 0.314
H -2.267 3.423 -0.296 -0.07 0.02 0.09 0.066
H -0.428 4.953 1.612 0.01 -0.12 -0.03 0.494
H 0.126 3.810 0.376 -0.01 0.14 0.24 0.194
H 0.631 3.610 2.053 0.00 -0.05 0.01 0.230
H -2.045 4.350 3.287 0.02 -0.07 -0.02 0.463
H -1.128 2.944 3.845 0.01 -0.01 -0.01 0.267
H -2.810 2.752 3.364 -0.03 0.00 0.01 0.450
H -1.784 1.229 0.484 0.10 0.08 0.21 -1.480
O -1.364 -0.291 -0.728 0.09 -0.29 -0.84 0.024
S -2.537 -0.756 -1.547 0.01 -0.13 0.16 0.375
C -3.872 0.440 -1.265 -0.13 -0.06 0.01 0.100
C -4.385 0.835 -2.643 0.12 0.02 0.00 -0.895
C -3.133 1.054 -3.492 -0.04 -0.05 0.04 -0.206
C -2.268 -0.182 -3.268 0.02 0.05 0.04 -0.772
H -3.404 1.273 -0.734 -0.08 -0.07 -0.06 -0.602
H -4.609 -0.029 -0.616 0.06 0.04 0.05 0.629
H -5.013 1.723 -2.594 -0.03 0.02 0.03 0.439
H -4.986 0.027 -3.069 -0.04 0.01 -0.01 0.307
H -2.606 1.941 -3.136 0.02 0.03 0.00 -0.092
H -3.363 1.201 -4.547 0.02 0.00 -0.01 0.439
H -1.194 -0.013 -3.357 -0.01 -0.02 -0.02 0.192
H -2.555 -1.008 -3.923 0.01 0.04 0.04 0.554

***

# 3
102
Properties=species:S:1:pos:R:3:forces:R:3:mulliken_charge:R:1 method="wB97M-V/def2-TZVPD" lumo_ev="-2.7 / -4.6" s2=0.755 homo_lumo_gap_ev="8.01 / 6.10" energy_ha=-19985.52524 multiplicity=2 fmax_ev_per_a=12.0 charge=+1 homo_energy_ev="-10.736 / -10.720"
Cu -2.255 -0.775 0.599 1.01 -0.56 -0.80 -0.101
C 3.485 1.965 0.483 2.26 5.06 -4.28 0.092
C 2.915 3.367 0.690 0.70 0.14 -0.46 -1.515
C 1.918 3.380 1.858 0.42 1.22 -0.32 -0.131
C 0.679 2.570 1.604 0.24 -1.32 1.09 -0.449
N -0.325 2.583 2.762 -0.58 1.09 -0.66 1.022
C 0.311 2.465 4.150 -0.17 0.52 -0.31 -0.507
C 0.299 3.872 4.715 -0.01 0.25 0.04 -0.571
C -1.019 4.406 4.168 -0.42 1.32 0.27 -1.004
C -1.044 3.920 2.723 0.04 1.11 1.23 -0.482
C -1.326 1.494 2.574 -0.25 0.33 -0.11 -0.961
H 4.366 1.847 -0.153 0.52 1.08 -0.12 0.627
H 2.789 1.425 -0.175 -0.15 0.08 0.39 -0.691
H 3.649 1.413 1.406 3.22 4.47 -1.56 0.399
H 2.485 3.821 -0.207 -0.37 -0.27 -0.12 0.429
H 3.723 4.070 0.908 0.01 -0.06 0.42 0.500
H 1.691 4.435 2.040 -0.22 -0.06 0.10 0.474
H 2.481 3.036 2.726 -0.20 -0.19 0.11 0.350
H 0.935 1.508 1.562 0.26 0.98 -0.04 0.073
H 0.107 2.795 0.709 0.20 0.40 0.09 -0.167
H -0.408 1.856 4.684 0.42 -0.33 0.36 0.451
H 1.309 2.054 4.069 -0.11 -0.51 0.00 0.225
H 0.453 3.939 5.790 -0.50 -0.42 0.11 0.492
H 1.128 4.484 4.348 -0.09 -0.19 -0.43 0.234
H -1.946 4.174 4.697 0.32 -0.77 0.26 0.359
H -1.043 5.498 4.227 0.19 -0.01 -0.35 0.449
H -2.057 3.896 2.334 0.08 -0.55 -0.21 0.230
H -0.497 4.647 2.129 0.20 -0.41 -0.28 0.417
H -1.917 1.702 1.681 0.20 0.16 0.15 -0.454
H -2.036 1.438 3.393 0.32 0.07 0.46 0.436
H -0.760 0.590 2.378 -0.37 -0.19 0.80 0.575
O -0.587 0.612 0.463 0.70 -2.47 -2.09 1.898
C 0.497 -0.111 0.095 -3.64 1.04 -3.97 0.148
C 0.280 -1.598 -0.436 0.26 1.92 -2.39 -0.215
O -0.743 -2.334 0.014 -1.48 1.76 -0.45 0.334
H 1.173 -0.159 0.970 -2.02 1.33 -1.19 -1.720
H 1.129 0.421 -0.640 0.10 0.38 -0.06 -0.601
H 1.246 -2.114 -0.317 -0.26 0.86 -0.76 -0.149
H 0.192 -1.476 -1.531 0.01 0.34 -0.27 -0.215
O -3.404 5.423 0.454 0.04 0.14 0.06 -0.606
C -3.132 4.545 -0.310 -0.59 0.18 -0.03 0.537
O -1.887 4.053 -0.386 0.87 -0.09 -0.03 -0.313
C -1.732 2.993 -1.366 -1.14 0.09 1.19 1.007
C -3.175 2.601 -1.746 -0.41 2.23 -0.19 0.433
C -4.072 3.742 -1.180 0.79 -0.97 0.45 -0.607
H -1.293 2.166 -0.806 0.52 0.12 -0.47 -1.081
H -1.113 3.400 -2.161 0.03 -0.29 -0.16 0.312
H -3.499 1.658 -1.321 0.22 0.35 -0.01 0.024
H -3.283 2.651 -2.828 0.04 -0.23 0.45 -0.501
H -4.793 3.321 -0.479 -0.28 0.16 -0.17 0.236
H -4.599 4.296 -1.948 0.06 0.31 0.12 0.353
O 2.890 -4.990 1.645 0.90 -9.40 3.58 -0.633
C 2.323 -4.907 0.609 -2.80 -4.94 -4.30 0.915
O 0.979 -4.940 0.547 0.82 -0.68 0.53 -0.315
C 0.484 -4.998 -0.783 -0.19 0.77 -1.32 0.642
C 1.640 -4.541 -1.679 0.65 -1.29 -0.13 -0.184
C 2.869 -4.845 -0.816 0.52 -0.65 -0.35 -0.809
H -0.327 -4.280 -0.905 -0.10 -0.23 0.48 -0.828
H 0.111 -5.992 -1.010 0.26 -0.12 0.20 0.717
H 1.605 -3.509 -1.999 -0.32 0.09 0.21 -0.511
H 1.708 -5.162 -2.573 -0.23 0.21 -0.10 0.505
H 3.632 -4.067 -0.832 0.25 -0.55 -0.34 0.385
H 3.359 -5.771 -1.113 -0.14 -0.30 0.24 0.425
O 2.861 0.499 1.518 -5.93 -8.63 5.83 -0.295
C 2.602 -0.669 1.549 3.92 -2.76 1.22 0.768
O 1.378 -1.126 1.804 0.85 -1.91 3.90 -0.180
C 1.269 -2.538 1.584 2.43 -2.87 0.53 -0.602
C 2.635 -2.967 0.989 -0.64 7.11 0.30 1.803
C 3.565 -1.806 1.279 -0.43 -0.38 -0.44 -0.920
H 0.505 -2.842 0.872 -0.17 0.35 1.73 -0.234
H 1.102 -3.055 2.525 -0.05 0.51 0.47 0.614
H 2.555 -3.195 -0.075 -0.21 1.71 0.79 -1.321
H 2.976 -3.884 1.467 1.81 5.96 0.87 -0.013
H 4.295 -1.653 0.486 -0.18 0.67 -0.17 0.405
H 4.189 -2.055 2.141 -0.23 0.41 0.39 0.318
O -2.920 -0.646 -1.504 -0.35 -0.30 1.27 -0.670
C -2.690 -0.051 -2.518 0.92 0.28 -0.86 0.517
O -3.626 0.651 -3.138 -0.85 -1.98 -1.24 -0.510
C -3.244 0.942 -4.499 0.31 0.14 -0.03 -0.752
C -1.722 0.953 -4.442 0.94 0.25 -0.54 -0.746
C -1.363 0.048 -3.261 -0.99 0.04 -0.43 0.968
H -3.697 1.896 -4.751 0.08 0.11 -0.01 0.384
H -3.645 0.201 -5.190 -0.06 -0.21 0.28 0.375
H -1.333 1.966 -4.322 -0.18 0.04 0.36 0.218
H -1.216 0.623 -5.349 -0.39 -0.19 -0.12 0.441
H -0.561 0.445 -2.646 -0.04 -0.16 0.23 -0.703
H -1.143 -0.970 -3.588 0.30 0.04 0.09 0.452
C -1.539 -4.007 1.710 -0.51 -0.49 0.04 1.989
Cl -2.628 -5.401 1.628 -0.17 0.10 0.51 -0.177
Cl -1.665 -2.960 3.156 -0.28 -0.16 0.04 -0.209
H -0.536 -4.411 1.653 -0.32 0.24 0.32 -0.172
H -1.749 -3.352 0.876 -0.17 -0.62 0.38 -1.123
C 2.780 -0.593 -3.439 -0.26 -0.16 -0.14 1.756
Br 1.752 -0.583 -5.107 0.44 0.27 0.44 -0.038
Br 4.023 0.855 -3.194 -0.25 -0.20 -0.30 -0.006
Br 3.611 -2.319 -3.233 0.33 0.27 -0.08 0.031
H 2.056 -0.511 -2.641 -0.09 0.00 -0.01 -1.595
C -3.029 -4.184 -2.467 -0.60 -0.65 -0.13 1.015
Br -2.297 -3.594 -4.169 0.15 -0.18 0.45 -0.042
Br -2.493 -5.985 -1.952 -0.27 0.26 -0.61 -0.039
Br -4.986 -4.110 -2.591 0.76 0.17 0.29 -0.046
H -2.640 -3.571 -1.664 -0.22 0.44 -0.14 -1.048

***

# 4
25
Properties=species:S:1:pos:R:3:forces:R:3:mulliken_charge:R:1 method="wB97M-V/def2-TZVPD" lumo_ev=0.7 homo_lumo_gap_ev=9.56 energy_ha=-647.13234 e_above_lowest_ev=3.7286 fmax_ev_per_a=4.5 homo_energy_ev=-8.864
C 0.892 1.541 0.038 -0.76 0.60 -1.89 0.742
C 2.119 -0.940 0.804 -1.30 0.09 0.34 0.593
C -0.634 1.675 -0.333 0.79 -1.55 0.65 -0.897
C -1.446 0.268 -0.244 1.45 -1.86 0.97 -0.675
C 2.700 0.053 -0.146 4.14 1.39 -1.20 0.297
C -1.344 -0.622 1.082 0.52 1.11 0.07 0.851
C 3.302 -0.744 -1.362 -1.38 -1.09 1.72 -1.432
C -2.623 -1.171 1.739 2.00 -1.00 0.20 -1.314
N 1.667 0.826 -0.648 -1.55 1.38 -1.50 -0.493
N -0.247 -0.953 1.698 -1.03 -0.89 -0.67 -0.816
O 1.246 2.293 1.103 1.65 -1.08 0.73 -0.530
O 2.629 -1.917 1.226 0.36 -0.86 0.77 -0.562
O 0.829 -0.527 0.905 -0.85 -0.32 0.96 0.135
H -0.965 2.345 0.425 -0.91 0.54 0.49 0.397
H -0.769 2.154 -1.309 0.12 -0.37 0.16 0.345
H -2.528 0.251 -0.342 -0.04 1.16 -0.49 0.384
H -1.102 -0.500 -0.991 0.05 1.13 0.17 0.323
H 3.639 0.644 0.314 -1.83 -1.13 -0.31 0.122
H 3.684 -0.158 -2.166 0.06 0.75 -0.34 0.398
H 2.415 -1.341 -1.685 0.95 0.23 -0.24 0.317
H 4.077 -1.394 -0.968 0.08 -0.27 -0.18 0.368
H -2.835 -2.178 1.386 0.28 -0.18 -0.47 0.291
H -3.565 -0.685 1.638 -0.26 1.13 0.05 0.408
H -2.288 -1.363 2.760 -0.63 0.29 0.26 0.383
H 2.208 2.026 1.301 -1.90 0.81 -0.27 0.364

***

# 5
79
Properties=species:S:1:pos:R:3:forces:R:3:mulliken_charge:R:1 method="wB97M-V/def2-TZVPD" lumo_ev="2.4 / 2.4" s2=0.788 homo_lumo_gap_ev="5.29 / 6.04" energy_ha=-5033.97779 e_above_lowest_ev=2.6505 multiplicity=2 fmax_ev_per_a=2.0 charge=-1 homo_energy_ev="-2.852 / -3.604"
Ti -0.952 0.468 0.222 1.35 -0.25 -0.16 -0.970
C -4.143 0.318 -0.133 -0.21 0.32 0.10 -1.433
C -3.949 1.764 -0.570 0.21 -0.24 -0.06 -1.332
C -2.638 2.359 -0.128 -0.59 1.10 -0.47 0.624
C -2.120 3.439 -0.776 -0.19 -0.22 0.22 -0.509
C -0.952 4.098 -0.278 0.32 -0.03 0.33 -1.192
C -0.293 3.518 0.753 -0.17 0.53 -0.36 -0.541
C -0.733 2.257 1.287 0.29 -0.23 -0.26 0.158
N -2.084 1.836 1.048 -1.18 1.22 1.02 -0.272
N -3.008 -0.578 -0.411 0.16 -0.21 -0.32 1.978
C -2.896 -0.783 -1.866 0.03 0.01 -0.09 -1.723
C -2.010 0.237 -2.515 -0.15 -0.01 -0.19 0.716
C -2.165 0.530 -3.847 0.05 0.09 0.00 -0.854
C -1.313 1.438 -4.483 0.08 0.00 0.03 -1.004
C -0.340 2.040 -3.687 -0.10 -0.06 -0.13 -1.333
C -0.241 1.722 -2.357 0.10 0.09 -0.12 -0.802
N -1.038 0.797 -1.724 -0.18 -0.08 -1.77 1.526
C -3.319 -1.833 0.304 -0.07 -0.09 0.11 -2.237
C -2.414 -3.045 0.165 0.14 0.15 -0.24 1.037
C -2.656 -4.140 0.993 -0.02 -0.09 0.16 -0.805
C -1.903 -5.287 0.833 -0.05 0.11 0.02 -0.486
C -0.932 -5.321 -0.159 0.07 -0.04 0.01 -0.587
C -0.755 -4.188 -0.928 0.08 0.10 0.05 -0.537
N -1.472 -3.076 -0.770 -0.08 0.06 0.01 -0.064
H -5.051 -0.081 -0.610 0.06 -0.06 -0.01 0.449
H -4.304 0.317 0.944 -0.03 -0.06 0.01 0.278
H -4.770 2.339 -0.135 -0.01 -0.02 0.03 0.499
H -4.015 1.861 -1.658 0.00 0.02 0.00 0.391
H -2.622 3.815 -1.658 -0.02 -0.10 -0.04 0.481
H -0.628 5.036 -0.710 0.00 0.02 0.04 0.331
H 0.553 4.008 1.218 0.05 -0.03 -0.01 0.636
H -0.415 2.027 2.297 -0.06 -0.03 0.02 0.921
H -3.888 -0.774 -2.336 0.01 0.01 0.03 0.316
H -2.442 -1.749 -2.041 0.03 -0.15 0.03 0.636
H -2.955 0.040 -4.404 -0.04 -0.02 0.07 0.478
H -1.411 1.667 -5.534 -0.01 0.00 0.00 0.385
H 0.346 2.765 -4.106 0.02 0.03 0.07 0.499
H 0.501 2.206 -1.743 -0.04 0.02 0.07 0.866
H -4.321 -2.174 0.000 -0.02 0.08 -0.02 0.729
H -3.379 -1.572 1.362 0.00 -0.02 0.01 0.520
H -3.419 -4.084 1.761 0.02 0.05 0.01 0.391
H -2.066 -6.144 1.474 0.00 0.01 0.02 0.421
H -0.320 -6.198 -0.319 0.01 0.02 0.00 0.410
H -0.003 -4.142 -1.708 0.05 -0.07 0.03 0.471
Cl 0.009 -4.436 4.758 -0.03 -0.05 0.06 -0.244
C 0.226 -3.367 3.419 0.06 0.05 -0.12 0.499
C 1.253 -3.580 2.514 -0.09 0.01 0.03 0.347
Cl 2.310 -4.936 2.705 0.05 -0.02 0.00 -0.238
C 1.409 -2.722 1.418 -0.02 0.02 -0.07 1.176
Cl 2.651 -3.034 0.249 -0.03 0.03 -0.09 -0.225
C 0.552 -1.645 1.218 -0.03 -0.46 0.40 -0.307
O 0.580 -0.805 0.208 0.19 -0.95 0.26 -0.484
C -0.498 -1.429 2.155 0.35 -0.53 0.09 -1.293
O -1.295 -0.426 1.878 0.00 -0.82 0.59 0.038
C -0.651 -2.292 3.232 -0.07 0.08 0.02 0.517
Cl -1.990 -2.039 4.294 -0.02 0.03 -0.04 -0.187
Te -3.262 1.831 2.806 -0.72 0.33 0.79 -0.402
C 5.077 1.922 -0.875 -0.05 -0.01 0.02 -0.932
N 4.636 0.541 -0.749 0.17 -0.09 -0.09 0.143
C 4.912 0.085 0.611 -0.04 0.05 -0.01 -0.887
N 4.322 0.931 1.645 0.11 -0.03 0.12 0.105
C 4.774 2.301 1.439 -0.06 -0.05 -0.03 -0.991
N 4.484 2.823 0.108 0.13 0.10 -0.02 0.102
C 3.038 2.945 -0.093 -0.20 -0.13 0.00 -1.552
P 2.047 1.335 0.039 1.09 0.55 -0.11 2.971
C 3.218 0.392 -1.080 -0.26 0.06 0.08 -1.443
C 2.863 0.831 1.650 -0.26 0.00 -0.15 -1.442
H 4.838 2.285 -1.878 0.00 -0.01 0.01 0.407
H 6.163 1.945 -0.745 -0.02 0.01 0.00 0.336
H 5.998 0.088 0.754 -0.02 -0.01 0.00 0.304
H 4.540 -0.933 0.727 0.01 0.00 0.02 0.351
H 5.858 2.324 1.586 -0.01 0.02 0.00 0.336
H 4.304 2.947 2.184 0.02 0.00 0.00 0.409
H 2.859 3.386 -1.080 -0.03 0.01 0.03 0.387
H 2.657 3.653 0.647 -0.04 0.02 -0.04 0.294
H 3.056 0.736 -2.107 -0.01 -0.03 0.01 0.296
H 2.948 -0.662 -1.034 -0.05 -0.02 -0.04 0.366
H 2.582 -0.197 1.884 -0.03 0.01 0.03 0.419
H 2.465 1.470 2.444 0.00 -0.05 0.02 0.362